Below is C25H32BrGe2IrN2O3 as an isolated structure at a distorted geometry, with properties calculated with ωB97M-V/def2-TZVPD.

Results
Relative energy (zero: lowest compared OMol25 entry of this formula, charge and spin): 1.4856 eV
Spin multiplicity: 2
Total charge: +3
Highest occupied orbital energy (spin up / spin down): -16.0 / -16.6 eV
Frontier orbital gap (spin up / spin down): 5.7 / 5.8 eV

Each line ends with the natural charge from an NBO analysis.
Geometry (Å):
Ir -1.297 -0.371 -0.435  0.79
O -3.869 -3.888 3.868  -0.58
C -3.282 -3.026 3.067  0.43
C -2.833 -1.753 3.451  -0.30
C -2.234 -0.941 2.520  0.09
N -2.079 -1.330 1.243  -0.50
C -2.502 -2.542 0.900  0.15
Br -2.158 -2.875 -0.931  0.33
C -3.091 -3.437 1.733  -0.30
H -4.000 -3.563 4.772  0.52
H -2.956 -1.401 4.466  0.27
H -1.870 0.044 2.775  0.25
H -3.410 -4.420 1.415  0.29
O -2.515 0.984 -1.804  -0.73
C -2.534 1.859 -0.900  0.77
O -1.873 1.691 0.167  -0.63
C -3.303 3.141 -1.112  -0.16
N -4.228 3.012 -2.297  -0.51
C -4.220 4.342 -3.051  -0.22
C -3.394 5.271 -2.166  -0.42
C -2.402 4.322 -1.492  -0.40
H -3.881 3.382 -0.221  0.26
H -5.174 2.756 -2.013  0.45
H -3.876 2.242 -2.877  0.46
H -5.239 4.683 -3.207  0.26
H -3.753 4.180 -4.019  0.24
H -4.022 5.753 -1.416  0.24
H -2.904 6.047 -2.749  0.27
H -1.908 4.747 -0.622  0.27
H -1.642 3.994 -2.207  0.22
C 4.555 0.895 0.141  -1.09
Ge 2.796 1.224 -0.584  1.53
C 2.678 1.220 -2.524  -1.10
C 1.770 2.638 0.294  -1.10
Ge 1.057 -0.877 -0.149  1.07
C 1.405 -1.344 1.712  -0.41
C 1.652 -0.358 2.671  -0.26
C 1.929 -0.728 3.981  -0.19
C 1.926 -2.072 4.334  -0.17
C 1.641 -3.051 3.388  -0.19
C 1.388 -2.694 2.070  -0.25
C 2.092 -2.114 -1.207  -0.40
C 1.694 -2.461 -2.507  -0.24
C 2.504 -3.284 -3.269  -0.18
C 3.716 -3.733 -2.748  -0.13
C 4.116 -3.380 -1.463  -0.20
C 3.307 -2.570 -0.681  -0.23
H 5.070 1.859 0.073  0.28
H 5.091 0.160 -0.455  0.27
H 4.524 0.585 1.184  0.27
H 3.231 2.094 -2.881  0.28
H 1.645 1.293 -2.859  0.24
H 3.135 0.323 -2.937  0.27
H 1.846 3.527 -0.337  0.27
H 2.206 2.860 1.266  0.26
H 0.719 2.379 0.417  0.25
H 1.641 0.694 2.408  0.21
H 2.157 0.030 4.719  0.24
H 2.153 -2.360 5.352  0.25
H 1.634 -4.097 3.667  0.24
H 1.198 -3.468 1.334  0.22
H 0.759 -2.096 -2.919  0.21
H 2.193 -3.572 -4.264  0.24
H 4.354 -4.369 -3.347  0.25
H 5.055 -3.740 -1.063  0.25
H 3.612 -2.314 0.326  0.23